This record from the OMol25 dataset describes 2 unconnected molecules or ions with the total composition C32H31N3O4. The level of theory is the ωB97M-V functional and the def2-TZVPD basis.

The net charge is 0. The calculation puts the molecular weight at 521.62 g/mol. The LUMO energy is -2.0 eV. The calculation puts the relative energy (zero: lowest compared OMol25 entry of this formula, charge and spin) at 194.4 kJ/mol. The value obtained for the gap between HOMO and LUMO is 3.4610 eV.

Geometry (Å):
O -5.36 0.08 -0.56
O 2.85 -2.46 -5.10
O 1.09 5.05 2.05
O 2.61 3.70 1.06
N -1.68 -3.10 1.96
N 3.57 -1.89 0.29
N 1.39 1.68 -1.09
C 2.33 -1.52 0.73
C -0.81 -1.60 0.50
C -2.97 4.78 1.28
C 1.55 -2.37 -5.70
C 3.59 4.66 1.53
C -5.03 -1.78 0.99
C 4.62 -2.33 -1.94
C -2.77 -2.40 1.44
C -1.60 4.55 1.37
C 4.34 -2.45 -3.29
C 0.10 -0.95 -0.35
C 1.34 4.05 1.37
C 3.58 -1.94 -1.10
C -3.15 -0.68 -0.19
C -1.75 -4.18 2.93
C -1.03 3.34 0.89
C 2.00 -1.73 -2.92
C 2.28 -1.60 -1.57
C -6.80 -0.11 -0.45
C -4.12 -2.58 1.68
C 0.38 3.11 0.77
C -3.82 3.77 0.80
C -4.54 -0.81 0.07
C 3.03 -2.20 -3.78
C -1.92 2.31 0.47
C 1.48 -1.30 -0.38
C 4.93 4.12 1.12
C 0.93 2.30 -0.21
C -2.27 -1.45 0.52
C -3.29 2.54 0.41
C 4.71 -2.16 1.15
C -0.51 -2.62 1.43
H 5.03 4.11 0.04
H -1.10 -3.95 3.79
H 4.99 -1.26 1.71
H 0.86 -3.11 -5.27
H 1.13 -1.36 -5.61
H -4.48 -3.34 2.38
H 1.74 -2.60 -6.75
H 5.61 -2.54 -1.55
H -3.95 1.75 0.04
H 5.09 -2.77 -4.01
H 1.00 -1.50 -3.29
H 5.55 -2.48 0.53
H -0.93 5.31 1.77
H -0.29 -0.34 -1.16
H -4.90 3.94 0.74
H -2.79 0.05 -0.92
H 4.46 -2.96 1.86
H -2.78 -4.28 3.27
H 0.45 -3.04 1.69
H -7.21 0.65 -1.12
H 5.07 3.10 1.49
H -6.10 -1.86 1.16
H -7.14 0.07 0.58
H -3.38 5.75 1.57
H 3.52 4.76 2.63
H -1.49 1.35 0.19
H -7.09 -1.11 -0.78
H 5.73 4.74 1.53
H 2.09 -1.40 1.78
H -1.40 -5.12 2.49
H 3.40 5.64 1.07

***

This record from the OMol25 dataset describes a molecular structure, C32H32BN10O3RuS3Se. The level of theory is the ωB97M-V functional and the def2-TZVPD basis.

The net charge is 0. Its multiplicity is 2. The calculation puts the molecular weight at 891.72 g/mol. The LUMO energy (alpha / beta) is -1.0 / -1.0 eV. The calculation puts the relative energy (zero: lowest compared OMol25 entry of this formula, charge and spin) at 391.2 kJ/mol. The value obtained for the gap between HOMO and LUMO (alpha / beta) is 4.9023 / 5.6182 eV. As for the expectation value of S²: 0.7798.

Geometry (Å):
Ru -0.10 -0.06 -0.10
Se -2.34 -2.55 -0.53
S -3.06 0.69 0.75
S 2.53 -0.27 0.04
S -0.23 2.38 -2.53
O -2.59 -0.29 1.72
O -3.04 2.07 1.16
O -2.34 0.44 -0.55
N -1.31 2.91 -1.38
N 2.82 2.05 -1.34
N -0.63 -2.04 -0.75
N 1.44 0.42 -2.79
N -0.11 3.02 0.74
N 0.13 1.69 0.96
N 3.26 2.26 0.78
N 0.26 -0.81 1.75
N -0.60 -0.26 -3.21
N -2.07 -4.11 -1.31
C 0.63 2.20 4.58
C 0.03 -3.06 -1.31
C -4.76 0.22 0.50
C 3.11 3.37 -1.10
C 3.40 3.51 0.21
C -3.13 4.45 -1.51
C 0.22 -1.05 -3.88
C -0.19 -4.89 2.60
C 0.44 2.51 3.27
C -0.18 -5.35 -2.23
C -0.79 -4.20 -1.62
C 1.15 -5.34 -2.47
C 1.44 -3.09 -1.56
C 3.53 1.95 2.17
C 2.90 1.39 -0.18
C -1.18 -3.99 2.96
C 0.38 0.12 2.71
C 0.13 -2.18 2.10
C 1.13 -3.07 1.75
C 0.71 0.85 5.00
C 0.97 -4.43 2.00
C -2.44 5.30 -0.58
C -1.03 -2.64 2.71
C 1.51 -0.61 -3.62
C -1.31 4.88 0.02
C 0.59 -0.16 4.09
C 0.14 0.63 -2.43
C 0.34 1.49 2.28
C 1.96 -4.21 -2.12
C -2.55 3.31 -1.91
C -2.04 -0.24 -3.38
C -0.83 3.52 -0.18
B 2.70 1.39 -2.70
H 2.04 -2.24 -1.28
H 4.61 2.01 2.36
H 3.66 4.37 0.80
H 0.71 2.98 5.32
H 3.18 0.93 2.36
H -4.80 -0.79 0.11
H -2.93 2.67 -2.68
H 0.86 0.62 6.05
H -0.81 -6.20 -2.47
H -5.23 0.27 1.48
H 2.55 2.24 -3.55
H -0.32 -5.95 2.79
H 3.63 0.67 -2.94
H 3.10 4.10 -1.89
H -2.84 6.28 -0.34
H -2.51 0.16 -2.49
H -2.39 -1.26 -3.54
H 0.37 3.54 2.95
H -1.81 -1.93 2.96
H 0.65 -1.20 4.41
H 1.63 -6.20 -2.91
H -2.09 -4.35 3.44
H 2.04 -2.70 1.29
H -0.80 5.47 0.76
H 3.03 -4.27 -2.30
H -5.24 0.91 -0.18
H 2.46 -0.99 -3.96
H -2.27 0.37 -4.25
H -4.08 4.73 -1.93
H 3.00 2.64 2.81
H 1.76 -5.12 1.72
H -0.13 -1.88 -4.47

***

This record from the OMol25 dataset describes 19 unconnected molecules or ions with the total composition C32H32Br2Cl54NO7PS. The level of theory is the ωB97M-V functional and the def2-TZVPD basis.

The net charge is 0. The calculation puts the molecular weight at 2679.92 g/mol. The LUMO energy is -0.9 eV. The calculation puts the relative energy (zero: lowest compared OMol25 entry of this formula, charge and spin) at 789.2 kJ/mol. The value obtained for the gap between HOMO and LUMO is 7.3664 eV.

Geometry (Å):
Br 5.50 1.75 -0.14
Br 0.94 3.06 0.99
Cl -11.55 -1.05 -3.31
Cl 7.79 -7.81 3.09
Cl 8.90 -3.30 -3.09
Cl -1.60 -2.03 4.83
Cl -5.99 -1.16 4.33
Cl 1.94 3.33 4.82
Cl 6.28 -0.55 3.12
Cl -5.21 -1.01 8.57
Cl -2.28 -4.86 4.83
Cl -5.65 -2.62 10.95
Cl 3.51 -0.41 2.25
Cl -4.98 0.35 -3.65
Cl -6.82 -3.81 7.28
Cl -3.04 -1.42 10.48
Cl -13.09 -3.50 -3.68
Cl -0.07 1.37 8.39
Cl 1.19 3.60 -8.96
Cl 5.36 -9.13 2.18
Cl 2.85 3.61 -5.89
Cl -7.03 -0.93 -5.28
Cl -0.11 -3.88 6.50
Cl 4.52 1.50 4.20
Cl 10.31 -5.53 -4.32
Cl -2.80 1.52 9.39
Cl 6.30 3.70 -8.13
Cl -5.01 -6.08 7.53
Cl 9.22 -5.80 -1.63
Cl 3.56 3.54 7.24
Cl 2.11 11.40 -3.49
Cl -5.26 -2.54 -3.63
Cl 5.09 -3.75 3.23
Cl 4.12 2.72 -9.80
Cl -13.16 -2.10 -1.12
Cl -9.49 -4.33 2.54
Cl -8.76 -1.03 3.46
Cl -1.32 3.96 8.81
Cl -7.75 0.89 5.41
Cl -11.84 -2.64 2.21
Cl 2.66 -5.07 2.32
Cl -1.24 2.27 -9.87
Cl -3.93 -3.39 7.20
Cl 7.78 -9.26 0.57
Cl 5.03 4.58 -4.22
Cl 6.31 -1.76 -4.38
Cl 1.21 5.23 6.91
Cl 6.03 -4.66 -4.35
Cl 1.18 2.15 -11.49
Cl 3.53 6.44 -5.89
Cl 5.08 -5.19 0.70
Cl 2.84 9.50 -5.57
Cl 4.46 9.71 -3.15
Cl 4.27 -3.04 -6.01
Cl 4.80 5.56 -9.80
Cl -11.10 -4.54 0.13
S 0.95 3.07 -2.66
P 2.16 1.53 -2.55
O 1.20 -1.54 -1.34
O 1.84 0.33 -3.82
O 1.17 -2.18 2.43
O 3.34 -2.80 -1.78
O 3.76 2.18 -2.97
O 1.35 -0.78 0.95
O 3.18 -0.37 -1.03
N 0.88 -2.01 1.24
C -3.05 2.00 -4.23
C 0.23 3.14 -10.37
C 2.16 0.69 -0.79
C 9.96 -4.69 -2.80
C 4.16 4.79 -5.75
C 2.82 9.81 -3.82
C -2.32 2.04 -1.41
C 5.43 3.91 -9.66
C 2.46 1.97 0.17
C -5.25 -4.36 7.89
C -2.07 0.66 -4.39
C -7.65 -0.78 4.81
C -1.27 0.05 -3.08
C -6.12 -1.00 -3.77
C -1.20 2.29 9.39
C -2.58 2.82 0.01
C 4.13 -4.20 1.82
C 0.95 -0.37 -0.43
C 3.81 2.52 0.55
C -3.13 2.66 -2.73
C 5.18 -3.12 -4.49
C -11.13 -4.23 1.87
C -4.80 -1.23 10.28
C 6.83 -8.27 1.68
C 3.97 3.85 1.55
C -0.59 0.07 -0.23
C 1.92 3.64 6.57
C 2.69 -1.69 -1.44
C -1.34 0.69 -1.57
C -0.97 -3.67 4.97
C 4.62 -0.17 3.61
C -13.03 -1.92 -2.88
H -2.00 0.17 -5.45
H -7.93 -1.45 5.62
H 4.34 -0.84 4.42
H -0.08 4.05 -10.89
H 5.11 3.90 1.89
H -5.11 -0.33 10.83
H -1.19 -0.93 0.00
H 6.52 -7.36 1.16
H -13.89 -1.33 -3.23
H 10.90 -4.33 -2.38
H 3.69 4.86 1.01
H -0.81 0.74 0.74
H 4.47 -3.04 -3.66
H -6.83 -0.92 -2.94
H -5.23 -4.23 8.98
H -3.85 3.60 -2.60
H 1.28 0.77 -4.55
H 3.36 3.70 2.55
H 2.20 9.05 -3.35
H -11.75 -4.99 2.35
H -1.91 3.79 0.04
H 3.82 -3.29 1.30
H 3.85 2.99 -2.36
H -0.60 -0.91 -3.26
H -0.27 -3.84 4.15
H -0.82 2.31 10.42
H -2.48 2.14 0.97
H 6.14 3.74 -10.48
H -3.72 3.17 -0.01
H -3.68 2.46 -5.13
H 1.30 2.88 7.05
H 4.86 4.62 -6.57

***

This record from the OMol25 dataset describes a molecular structure, C32H32BrClIrN5O2S4. The level of theory is the ωB97M-V functional and the def2-TZVPD basis.

The net charge is 0. Its multiplicity is 5. The calculation puts the molecular weight at 954.48 g/mol. The LUMO energy (alpha / beta) is -0.3 / -1.5 eV. The calculation puts the relative energy (zero: lowest compared OMol25 entry of this formula, charge and spin) at 0.0 kJ/mol. The value obtained for the gap between HOMO and LUMO (alpha / beta) is 5.0168 / 6.2244 eV. As for the expectation value of S²: 6.0510.

Geometry (Å):
Ir -1.36 -1.42 -0.40
Br -5.24 -2.59 5.80
Cl -3.94 2.21 1.79
S -3.99 -2.44 -3.69
S -3.69 -4.07 -0.79
S -1.84 -3.62 -1.41
S -5.00 -3.42 -2.39
O 4.95 0.30 2.14
O -1.12 -2.08 1.45
N 2.79 -1.95 -1.29
N 2.76 -1.58 0.01
N -3.25 -0.80 -0.10
N 0.69 -1.82 -0.56
N -1.55 -0.20 -1.98
C 1.52 -2.09 -1.60
C -2.15 1.46 -4.16
C -2.82 0.30 -2.13
C -3.42 -1.71 2.16
C 1.85 1.45 0.22
C -0.58 0.17 -2.88
C -5.43 1.24 -2.34
C -2.27 1.99 1.37
C 0.42 1.65 0.70
C -1.75 -2.72 3.59
C -0.07 1.22 1.93
C 1.50 -1.53 0.44
C -4.49 1.59 -3.31
C -2.67 -2.86 4.60
C 5.05 1.00 -0.20
C -0.47 2.27 -0.18
C -3.92 -1.05 0.98
C 5.25 2.48 0.12
C -1.41 1.37 2.26
C -5.08 0.45 -1.26
C 3.95 -1.19 0.74
C -4.34 -1.85 3.21
C 4.19 0.34 0.93
C -2.09 -2.15 2.35
C 4.44 0.88 -1.60
C 2.88 1.06 1.30
C -3.97 -2.42 4.41
C -1.80 2.45 0.14
C 6.44 0.33 -0.26
C -3.17 1.14 -3.22
C -0.85 0.97 -3.95
C -3.77 -0.01 -1.15
H -4.94 -0.69 1.04
H 0.57 0.75 2.66
H 3.53 1.45 -1.71
H 6.92 0.28 0.72
H 5.22 1.20 2.36
H -0.73 -3.06 3.72
H 6.38 -0.68 -0.67
H -1.79 1.03 3.22
H 5.86 2.94 -0.66
H -4.78 2.21 -4.15
H 4.31 3.03 0.16
H -0.05 1.22 -4.64
H 3.87 -1.60 1.75
H 7.08 0.91 -0.92
H 3.16 1.97 1.84
H 1.18 -1.29 1.44
H -6.45 1.59 -2.44
H -5.35 -1.50 3.07
H 5.16 1.26 -2.32
H 1.82 0.71 -0.58
H -5.83 0.19 -0.53
H -2.38 2.09 -5.01
H -2.38 -3.30 5.55
H 1.18 -2.41 -2.57
H 5.78 2.65 1.06
H -0.12 2.61 -1.14
H -2.48 2.93 -0.55
H 0.42 -0.21 -2.70
H 2.17 2.37 -0.26
H 2.42 0.42 2.05
H 4.23 -0.16 -1.87
H 4.79 -1.67 0.25